19
Properties=species:S:1:pos:R:3:forces:R:3 method="wB97M-V/def2-TZVPD" e_homo_ev=-8.713 orbital_gap_ev=9.59 e_above_lowest_kj_mol=295.43 e_lumo_ev=0.88 smiles=NCNCCO.O total_energy_ev=-10378.48773
N -0.84520 -2.16140 0.08947 -0.490 3.182 1.222
C -1.81702 -0.82243 0.23110 0.263 -2.270 -2.837
N -1.38065 0.32031 -0.51135 2.835 1.095 -2.455
C -0.72618 1.55722 0.07195 -0.889 -0.670 -1.170
C 0.76819 1.98674 -0.39947 -2.126 -3.452 2.337
O 1.63710 0.80287 -0.07579 0.698 3.260 -1.825
H -0.08823 -1.94796 0.77842 -0.516 -0.352 -0.809
H -1.27926 -2.99023 0.48714 -0.467 0.182 -0.016
H -2.09077 -0.56795 1.21898 0.419 0.421 1.379
H -2.80757 -1.05216 -0.22643 0.808 -0.750 0.209
H -1.00465 0.21883 -1.53586 -1.378 -0.598 2.766
H -1.02956 1.41189 1.11940 1.066 0.845 0.136
H -1.35077 2.32712 -0.37219 -0.088 0.640 0.468
H 1.02200 2.91006 0.14446 0.358 -0.548 -0.144
H 0.65953 2.18340 -1.46911 0.648 -0.328 0.051
H 1.17072 0.16667 0.43052 -1.027 -0.652 0.662
O 3.05538 -1.73939 0.26717 -1.918 -1.683 -1.434
H 3.55466 -0.96002 0.34026 0.965 1.745 0.074
H 2.55227 -1.64356 -0.58867 0.839 -0.068 1.385

=====

61
Properties=species:S:1:pos:R:3:forces:R:3 method="wB97M-V/def2-TZVPD" e_homo_ev=-7.979 orbital_gap_ev=6.75 e_lumo_ev=-1.23 smiles="CP(O)C1=C(CP(=O)(O)O)C(=O)C(B(N)O)=C(I)C1=O.c1cc[nH]c1.c1cc[nH]c1.c1cc[nH]c1" total_energy_ev=-68811.41162
C -4.15895 0.60325 -3.23975 0.197 -1.824 0.091
P -2.32510 0.34749 -3.52677 0.960 1.592 -0.767
O -2.15861 -0.94320 -4.59745 -0.847 0.516 0.535
C -1.49975 -0.18514 -1.94920 -0.285 -0.742 0.208
C -2.05489 -0.91696 -0.96555 0.337 0.231 -0.180
C -3.32975 -1.77334 -1.16943 0.354 -0.889 0.955
P -3.10768 -3.13497 -2.44034 0.457 -0.968 0.051
O -1.72103 -3.32756 -2.87968 0.085 0.471 -0.152
O -4.15051 -2.94417 -3.68989 0.612 -0.145 1.033
O -3.58905 -4.53341 -1.71858 -0.492 1.468 -0.323
C -1.37317 -0.80967 0.43686 0.355 0.711 -2.010
O -1.98515 -1.14611 1.40144 -0.525 -0.638 1.374
C 0.00432 -0.15023 0.58929 0.078 -0.746 1.038
B 0.68511 0.04205 2.06146 -0.311 0.116 0.210
N 0.55482 1.41100 2.62771 0.254 -0.460 0.074
O 1.30995 -0.95208 2.78942 -1.373 0.535 -0.700
C 0.67251 0.29640 -0.46551 -1.165 -0.067 -0.729
I 2.62734 1.11465 -0.32709 -1.010 -0.411 -0.195
C -0.03603 0.25918 -1.82752 -0.513 -0.368 1.996
O 0.59173 0.49456 -2.79102 1.067 0.613 -2.430
H -4.64630 -0.39532 -3.26781 -0.079 0.657 0.255
H -4.31941 1.11021 -2.27447 -0.018 -0.097 -0.451
H -4.57585 1.16644 -4.08982 0.432 0.066 0.449
H -2.54297 -0.59348 -5.41936 0.395 -0.239 0.067
H -4.26134 -1.21090 -1.32031 0.425 -0.050 -0.061
H -3.46664 -2.33991 -0.22022 -0.068 0.314 -0.480
H -3.63763 -3.19656 -4.47903 -0.129 0.353 0.137
H -3.53507 -5.21918 -2.40464 0.009 0.043 0.321
H 1.46802 1.85227 2.73291 -0.278 0.087 0.107
H 0.11794 1.35595 3.55068 0.582 -0.135 0.028
H 0.90482 -1.79024 2.52257 0.653 -0.310 -0.127
C -4.00805 3.73364 1.92628 -0.089 -0.088 0.000
C -3.09546 4.72221 1.47597 0.067 0.070 -0.050
C -1.83123 4.26384 1.74870 0.041 -0.038 0.057
N -1.94480 3.04186 2.34853 -0.203 -0.040 0.127
C -3.26654 2.70814 2.45675 0.065 0.017 0.034
H -5.08419 3.76933 1.86716 0.031 -0.002 0.000
H -3.33760 5.66150 1.00521 0.011 -0.030 0.009
H -0.86352 4.70220 1.56804 -0.035 -0.002 -0.007
H -1.16846 2.47188 2.66259 -0.054 0.216 -0.491
H -3.56560 1.77273 2.90147 -0.018 0.033 -0.012
C 5.63674 3.29205 0.18371 0.029 -0.067 0.086
C 6.14485 4.48032 -0.40301 0.025 0.082 -0.060
C 7.12870 4.95321 0.42372 0.030 0.039 0.054
N 7.23118 4.09882 1.48865 -0.020 -0.011 -0.077
C 6.32854 3.08115 1.34724 -0.014 -0.039 0.098
H 4.85269 2.66262 -0.20520 0.153 0.112 -0.017
H 5.82495 4.93507 -1.32639 0.012 -0.017 0.028
H 7.76235 5.82111 0.34799 -0.037 -0.018 -0.020
H 7.87110 4.20299 2.25535 -0.032 -0.014 -0.053
H 6.25620 2.29872 2.08455 -0.019 0.011 -0.039
C 2.18215 -5.32167 -0.03902 0.128 -0.047 0.032
C 1.03692 -4.52197 0.20672 -0.239 0.244 -0.326
C 0.78442 -4.56243 1.54479 0.031 0.069 0.500
N 1.73924 -5.35178 2.13158 0.043 -0.002 -0.011
C 2.59552 -5.81756 1.17038 -0.047 0.003 0.038
H 2.65047 -5.50845 -0.99149 -0.018 0.013 0.030
H 0.44252 -3.97145 -0.50703 0.080 -0.097 -0.114
H 0.01245 -4.09416 2.13564 -0.056 -0.092 -0.039
H 1.80091 -5.55672 3.11260 0.001 0.000 -0.064
H 3.42192 -6.45827 1.42963 -0.025 0.010 -0.034

=====

12
Properties=species:S:1:pos:R:3:forces:R:3 method="wB97M-V/def2-TZVPD" e_homo_ev=-8.607 orbital_gap_ev=8.46 e_above_lowest_kj_mol=365.38 e_lumo_ev=-0.14 total_energy_ev=-29525.44046
C -1.34974 -0.86004 -0.13030 2.455 -0.118 -0.936
C 0.98721 0.20332 -0.18871 -0.771 1.646 2.050
C 1.75558 -0.88499 0.02041 -0.725 0.499 -1.069
H -1.59531 1.66818 1.21637 2.660 -0.601 -4.881
H -0.59329 2.36213 -0.48849 -1.504 -2.433 2.112
H -0.70807 -1.71587 -0.19844 0.320 -0.688 0.014
H 1.26630 1.32099 0.05793 0.083 -2.579 -1.104
H 1.22352 -1.87421 -0.00272 1.467 0.803 0.067
N -1.12736 1.52925 0.01868 -0.043 0.639 1.397
N -0.47852 0.22197 -0.31113 -2.196 1.998 1.917
S -2.92016 -1.23511 0.00420 -0.048 1.195 0.195
Cl 3.53983 -0.73563 0.00219 -1.698 -0.360 0.238

=====

87
Properties=species:S:1:pos:R:3:forces:R:3 method="wB97M-V/def2-TZVPD" e_homo_ev="-6.346 / -3.473" orbital_gap_ev="7.31 / 4.42" e_above_lowest_kj_mol=484.21 e_lumo_ev="0.97 / 0.95" total_charge=-1 total_energy_ev=-100146.04148
Pb 10.01298 12.69837 12.20012 0.724 1.110 0.991
C 13.51722 15.89652 13.59196 -1.544 0.451 -1.895
C 14.53381 16.00922 14.63334 -0.999 4.325 1.709
N 14.80915 17.16384 15.25179 0.083 -2.686 -2.269
N 14.50332 18.23144 14.53684 -1.668 1.017 0.343
C 13.16240 18.81335 14.89346 2.921 -0.757 -0.296
O 12.88844 18.87625 16.07234 -1.179 0.256 -1.734
C 12.56168 19.45550 13.62886 -2.205 1.059 1.243
C 11.13550 19.60844 13.49296 1.894 -0.496 0.626
C 10.63551 20.72411 12.86394 -1.761 -0.282 -0.223
C 11.41092 21.77341 12.40778 1.241 -0.983 0.794
C 12.78263 21.53951 12.37796 0.389 0.585 -0.611
C 13.33451 20.35473 12.87742 0.219 -0.334 -0.365
C 14.87101 14.74852 15.14776 0.741 -1.037 0.388
C 15.64483 14.57546 16.29690 0.138 -0.794 0.200
C 16.06757 13.26213 16.51033 0.528 -0.722 -0.187
C 15.59482 12.24566 15.63153 -0.119 0.112 0.689
C 14.60087 12.54532 14.71051 0.762 0.196 -0.656
N 14.36001 13.80344 14.33942 0.328 -1.742 2.021
H 13.11304 16.82474 13.19145 0.309 0.098 0.068
H 12.65781 15.31504 13.97921 0.359 0.501 0.046
H 13.83714 15.25367 12.77208 0.063 0.411 -0.135
H 10.47332 18.83745 13.89086 0.160 0.372 0.064
H 9.54873 20.75677 12.75121 0.256 0.217 0.111
H 10.99667 22.72446 12.17523 -0.312 0.462 -0.494
H 13.45136 22.32415 11.95684 -0.463 -0.870 0.225
H 14.32838 20.05079 12.55614 0.274 0.498 0.885
H 15.89985 15.44439 16.94284 -0.130 -0.865 -0.676
H 16.80298 13.00047 17.31163 -0.794 0.300 -0.793
H 15.94428 11.21229 15.59305 0.014 0.309 0.745
H 14.07709 11.75036 14.16182 0.378 0.340 0.110
Cl 5.55324 10.61591 17.60156 -0.840 -0.380 0.470
C 6.84257 11.32370 16.75372 0.618 0.809 -1.702
C 6.92864 11.20055 15.36715 -0.879 -1.124 -0.974
C 7.97585 11.62324 14.58133 0.136 1.003 1.417
Cl 7.57136 11.39770 12.68312 0.823 0.419 2.374
C 9.07151 12.34201 15.26059 -0.738 -0.261 1.161
O 10.14789 12.73592 14.74735 0.848 0.294 -2.241
C 8.90528 12.62711 16.72879 -3.714 -1.976 -2.034
C 9.80679 13.55088 17.39689 2.569 -0.196 -0.030
O 9.62407 14.73052 17.49463 -0.205 0.128 0.379
C 7.73902 12.16077 17.38787 1.587 0.278 -0.141
H 6.15526 10.70786 14.76981 -0.110 -0.049 0.771
H 10.80298 13.06929 17.75092 -1.124 0.683 -0.187
H 7.51702 12.40233 18.42443 0.378 0.081 -0.043
H 11.22961 11.53732 6.98661 -0.946 0.307 2.521
C 6.26720 19.72204 9.32998 -0.211 0.366 -0.831
C 6.58454 18.30410 9.68206 0.755 -0.425 -1.325
C 7.54075 17.64065 8.91812 0.333 0.651 0.219
C 8.43900 16.78644 9.53067 0.458 1.159 -1.190
C 9.51768 16.35186 8.50964 1.204 -1.399 0.885
C 8.29176 16.56538 10.93465 -0.600 -3.522 -1.632
C 6.94783 16.55050 11.37327 -0.241 1.522 -2.320
C 6.45051 15.44290 12.21993 -0.326 -0.786 1.316
C 6.11741 17.54464 10.70976 0.176 -1.074 2.367
C 9.44632 15.74302 11.50290 2.830 4.417 -0.708
O 10.54697 16.28235 11.14867 -1.768 -2.166 0.916
O 9.36432 14.86094 12.41949 -0.558 -1.831 0.111
H 7.15026 20.13273 8.75197 -0.955 -0.187 1.022
H 6.04034 20.28461 10.24936 0.270 0.026 -0.492
H 5.42071 19.83281 8.64042 -0.099 -0.056 0.193
H 7.65078 17.91773 7.87082 0.250 0.128 0.250
H 9.42900 16.95450 7.61104 0.127 0.248 0.124
H 9.38807 15.29514 8.11220 -0.024 0.920 0.873
H 10.56428 16.41375 8.93770 -1.346 0.001 -0.621
H 7.23649 15.20140 12.95011 -0.527 0.041 0.036
H 6.24748 14.45332 11.70689 0.335 1.260 -0.076
H 5.51592 15.69081 12.73882 0.215 0.046 -0.014
H 5.11176 17.77502 11.01646 -0.240 -0.076 0.809
O 10.81377 11.86321 7.86661 0.928 -1.170 0.684
C 11.22806 11.08860 9.01003 1.230 1.834 -0.813
O 11.26029 11.62933 10.13352 -0.704 -1.041 -2.337
C 11.84475 9.81707 8.62045 -1.490 -1.827 -1.652
C 11.28036 9.18457 7.41758 0.950 1.936 0.990
C 12.07026 8.20734 6.79604 -1.112 0.679 -0.732
C 13.36162 7.85816 7.30513 1.062 -0.831 1.514
C 13.71150 8.22674 8.62963 -2.378 0.830 -2.231
C 12.95035 9.20953 9.29990 -0.317 -0.322 -0.807
N 14.99248 7.87555 9.18788 2.037 1.826 0.304
O 15.35185 8.63545 10.14311 -0.113 -2.653 -1.742
O 15.71520 7.06780 8.58939 -1.142 0.970 1.536
N 11.68601 7.79680 5.49755 1.449 -0.798 0.181
O 12.58424 7.08385 4.96411 -0.808 0.071 -0.631
O 10.61985 8.12542 4.90674 0.625 0.090 1.005
H 10.37342 9.60295 6.83332 1.607 -0.910 1.253
H 14.08123 7.27141 6.71869 -0.721 0.295 0.269
H 13.35052 9.50958 10.23349 -0.172 0.689 0.637